# 1
ORCA calculation (ωB97M-V with the def2-TZVPD basis set) on C6H16N2O3SSi in the gas phase.

The value obtained for the strongest force on any atom is 3.4 eV/Å. As for the gap between HOMO and LUMO: 9.3 eV. The SMILES is CC(=O)NN=[S@](C)(=O)O[Si](C)(C)C. The HOMO energy comes out at -8.555 eV. The energy above the lowest of the compared OMol25 structures with the same formula, charge and spin is 45.0 kcal/mol. Its spin multiplicity is 1.

XYZ file:
```
29
Properties=species:S:1:pos:R:3:forces:R:3:nbo_charge:R:1
C -0.825571 0.689181 3.336146 0.8874 -2.2569 0.5313 0.67
C -1.954879 1.196760 4.201725 1.5138 -0.1229 -0.8428 -0.71
C 0.790562 1.024838 -3.034665 3.1847 0.6366 -1.0568 -1.19
C 1.394781 -2.124364 -2.968492 0.4138 1.1665 1.1988 -1.12
C -1.512576 -0.945820 -2.295521 1.5833 -0.2408 -1.3434 -1.10
C 1.924563 0.875332 1.064591 -1.9270 -0.8897 -2.2849 -0.82
N -0.925465 -0.606098 2.880532 1.5648 2.6147 -1.0253 -0.46
N 0.021638 -1.057848 1.877807 -0.7953 -0.2495 0.0732 -0.77
O 0.224225 1.250384 3.135395 0.2263 1.7826 0.0545 -0.66
O 0.785871 -0.922445 -0.538804 0.2428 0.5167 0.8816 -1.04
O -0.468566 0.978794 0.304993 -1.9720 1.1964 -0.5298 -0.98
Si 0.446972 -0.620459 -2.226098 -1.6805 -2.3129 -0.0628 1.84
S 0.404671 -0.044788 0.751186 0.5247 -0.7669 -0.0832 2.26
H -1.998421 2.219807 3.915749 -0.6797 0.9325 -0.1964 0.25
H -1.614243 1.195692 5.217917 -0.0776 -0.2948 0.6613 0.24
H -2.844689 0.644680 4.008610 -0.8397 -0.1445 0.2032 0.21
H 0.772466 0.998055 -4.181320 -0.7072 -0.3033 1.5893 0.27
H 0.096762 1.741769 -2.619092 -0.0603 0.4629 -0.1669 0.26
H 1.915121 1.429778 -2.948187 -2.3870 -0.8353 0.4677 0.25
H 0.636895 -2.856317 -3.225151 0.1153 -0.5417 0.5133 0.25
H 1.738334 -1.786281 -3.934389 0.7099 0.0385 -0.3109 0.23
H 2.252444 -2.468354 -2.274878 -1.5247 0.3087 -1.3580 0.26
H -1.830373 -1.995804 -2.128677 0.4298 0.4496 -0.6425 0.24
H -1.833543 -0.477363 -1.422945 -0.7369 1.1940 1.5930 0.24
H -2.030044 -0.438200 -3.146934 0.4278 -0.7022 0.5322 0.23
H 1.465001 1.771616 1.370408 0.2229 0.8478 1.7268 0.28
H 2.475156 0.187026 1.619445 1.5744 -0.0998 1.2709 0.25
H 2.255455 1.156353 0.080923 0.8132 -0.5379 -0.5326 0.22
H -1.762543 -1.015926 3.179728 -1.0471 -1.8484 -0.8605 0.39
```
Positions in Å, forces in eV/Å.

# 2
ORCA calculation (ωB97M-V with the def2-TZVPD basis set) on C38H92N6O18Sr2 as an isolated structure.

The value obtained for the strongest force on any atom is 4.8 eV/Å. Its net charge is +2. As for the gap between HOMO and LUMO: 2.3 eV. The HOMO energy comes out at -10.592 eV. The energy above the lowest of the compared OMol25 structures with the same formula, charge and spin is 0.0 kcal/mol. Its spin multiplicity is 1.

XYZ file:
```
156
Properties=species:S:1:pos:R:3:forces:R:3:lowdin_charge:R:1
Sr 1.873490 -4.846282 2.995008 -1.8121 -1.4974 -1.0972 1.66
Sr 5.992094 0.009478 2.686517 -0.3442 2.4073 -1.7633 1.70
O 0.413344 0.051734 0.323467 -1.1605 0.6735 -0.7455 0.14
C 1.650053 0.015255 0.748338 2.8759 0.9769 0.9251 -0.94
O 2.435278 0.966142 0.762808 -0.1737 2.3618 -0.6344 -0.05
O 2.064228 -1.067369 1.187289 0.5330 -4.5329 1.5076 -0.13
H 0.154017 -0.866471 0.429515 -0.7290 -0.2632 -0.0768 0.11
O -4.032577 -4.637726 2.042191 0.2288 -0.2012 0.4941 0.08
C -2.686111 -4.646150 2.237255 2.2460 -0.1313 -0.9679 -0.88
O -1.960877 -3.773302 1.710655 -0.3340 1.9417 -0.7530 -0.11
O -2.136976 -5.584749 2.825781 -0.4564 -1.8742 1.6236 -0.08
H -4.219446 -3.842829 1.537397 -0.0014 0.2433 -0.1642 0.10
C -3.019590 8.281938 -1.025311 0.1331 -0.4010 0.6377 -0.10
O -2.943822 7.701705 0.304106 -0.9179 0.7754 -0.3011 -0.21
C -4.067967 8.040129 1.177170 0.5725 -0.6737 -0.0128 -0.19
C -3.971994 7.195364 2.482699 0.7558 1.1685 -1.2068 -0.18
N -2.961216 7.764884 3.378641 0.0009 0.9203 -0.4261 -0.06
C -2.922769 7.140056 4.639525 0.0921 -2.9672 1.3345 -0.20
C -2.593331 5.594374 4.489069 -2.4550 0.5724 0.5494 -0.26
O -1.374555 5.435587 3.900905 1.5036 0.8188 -0.3831 -0.17
C -0.857841 4.161137 3.876649 0.5535 -1.0778 0.2683 -0.13
H -2.071853 8.123602 -1.539921 0.1479 -0.1988 0.3374 0.07
H -3.185511 9.359143 -1.039526 -0.1769 0.1028 0.3838 0.08
H -3.777881 7.801196 -1.643370 -0.2959 -0.0796 0.1745 0.08
H -5.037402 7.868249 0.709459 0.0239 -0.5281 -0.4340 0.11
H -4.094657 9.107289 1.397557 0.4717 0.1356 0.2253 0.12
H -3.704764 6.170110 2.226682 -0.3355 -0.1222 -0.3377 0.10
H -4.960276 7.214840 2.942071 0.0984 -0.0009 0.2750 0.13
H -2.031283 7.634495 3.006711 -0.0136 0.1971 -0.6708 0.11
H -3.878035 7.211438 5.159589 -0.1778 0.0467 -0.0582 0.12
H -2.172305 7.487563 5.349558 0.1658 0.6841 -0.3881 0.12
H -3.357736 5.137473 3.860560 -0.2787 -0.0675 -0.3049 0.10
H -2.730375 5.029322 5.411049 0.5372 0.1797 0.6407 0.12
H -1.457676 3.419630 3.348955 -0.1901 0.2025 -0.7031 0.09
H -0.763519 3.687098 4.853631 -0.0143 0.3430 0.6886 0.08
H 0.157209 4.218554 3.483632 -0.1530 -0.0657 -0.3365 0.08
C -7.705533 -1.761220 0.452359 -0.2853 0.4270 -1.0438 -0.11
O -6.617759 -0.924866 0.037868 0.3684 -0.1503 0.7533 -0.19
C -6.456669 0.201526 0.902872 0.3054 0.1488 0.5378 -0.23
C -5.221577 1.039515 0.581606 0.0708 -0.5611 -1.3095 -0.20
N -5.480919 1.905546 -0.582768 -0.1576 0.0680 0.3495 -0.06
C -4.309301 2.574014 -1.114506 -0.6948 0.8893 -1.3357 -0.21
C -4.594269 3.163860 -2.541876 0.8229 -1.2655 0.7274 -0.22
O -4.881350 2.055271 -3.373434 -0.8593 -0.2861 -0.9945 -0.21
C -5.375370 2.426985 -4.673415 -0.0657 1.1776 0.8259 -0.09
H -8.603634 -1.196200 0.202811 -0.4222 -0.2687 0.2298 0.09
H -7.762637 -2.109106 1.483770 0.5666 0.5776 0.3972 0.08
H -7.698801 -2.683832 -0.128040 0.2062 0.2371 -0.3337 0.08
H -6.335596 -0.164050 1.922584 -0.1403 -0.0897 0.2467 0.11
H -7.316643 0.870427 0.869514 -0.3554 -0.0902 -0.0663 0.12
H -4.455519 0.330573 0.267506 0.4920 -0.3327 0.3270 0.11
H -4.825006 1.580321 1.440894 -0.3858 0.1778 0.0345 0.12
H -5.684321 1.229476 -1.305037 -0.6155 0.0005 -0.3718 0.10
H -3.503701 1.851272 -1.243951 0.5622 0.1219 0.0852 0.11
H -4.000354 3.451506 -0.546473 0.1104 -0.2633 0.5415 0.11
H -3.646526 3.592394 -2.867842 0.1733 0.3739 -0.1520 0.11
H -5.358212 3.939960 -2.588312 -0.3080 -0.1271 0.2460 0.12
H -5.685117 1.599020 -5.311086 0.6341 -0.2528 0.3849 0.09
H -4.672238 3.120369 -5.134862 0.4855 -0.4452 -0.4809 0.08
H -6.252960 3.068600 -4.594153 -0.4587 -0.0826 0.4178 0.08
C 6.478179 -0.784358 -1.021091 -0.6069 0.1572 -0.2972 -0.09
O 6.566907 0.414325 -0.257375 0.3028 -0.0036 0.6051 -0.31
C 7.422840 1.380267 -0.928340 -0.1151 0.5831 1.6453 -0.15
C 7.232053 2.768221 -0.223335 -0.2313 -1.7379 -2.0738 -0.19
N 7.456070 2.761405 1.207473 0.1051 -0.7466 0.2039 -0.07
C 6.720988 3.876363 1.762938 -0.1852 1.6029 0.8658 -0.20
C 6.716384 3.996660 3.292836 0.3980 0.2739 -0.9787 -0.21
O 6.078852 2.870823 3.829286 -1.3443 -0.9021 1.7763 -0.29
C 5.513897 3.112053 5.186274 0.5312 -1.4200 -0.8827 -0.03
H 5.925934 -1.518631 -0.434602 0.0128 -0.1033 0.0523 0.08
H 7.447554 -1.183154 -1.320055 0.1436 0.0637 0.1479 0.10
H 5.883556 -0.575715 -1.910466 0.0284 -0.1585 -0.1321 0.11
H 7.153036 1.456330 -1.981677 -0.0476 -0.0140 0.0243 0.14
H 8.437737 0.999688 -0.813227 0.2159 0.1393 -0.2374 0.13
H 6.215491 3.053826 -0.493734 0.0536 0.3637 0.1960 0.13
H 7.973962 3.447163 -0.643708 -0.4063 0.1970 -0.6443 0.14
H 8.417052 3.068598 1.160103 0.5031 -0.4480 1.2678 0.12
H 5.718229 3.899505 1.336228 -0.2909 -0.3833 0.4867 0.13
H 7.116996 4.825014 1.400553 0.3091 0.2312 -0.1033 0.14
H 6.226145 4.927880 3.576759 -0.4252 -0.0515 -0.1073 0.14
H 7.701560 4.064251 3.754306 0.4238 -0.0143 -0.3567 0.13
H 4.591254 3.692391 5.182027 0.2256 0.1249 -0.3041 0.11
H 6.243641 3.480150 5.907437 0.1671 0.3997 -0.3966 0.10
H 5.309249 2.090921 5.508029 -0.4186 0.0510 0.2822 0.07
C -3.629790 -3.499410 -3.660363 -1.1572 0.2148 -0.3344 -0.10
O -4.151856 -4.669494 -4.322726 1.6745 -0.1356 0.7749 -0.18
C -3.982774 -5.881834 -3.536509 -0.6310 1.3698 0.5770 -0.23
C -4.452886 -7.001103 -4.363136 -0.6364 -0.6943 -1.3758 -0.23
N -3.487313 -7.478934 -5.351263 0.1774 -0.7046 0.0573 -0.05
C -2.486724 -8.386604 -4.761937 0.3884 1.6342 -0.4681 -0.20
C -1.208501 -8.456065 -5.613244 -0.1409 -0.8513 -0.8386 -0.23
O -0.431151 -7.261981 -5.584599 0.4397 0.7648 0.3201 -0.20
C 0.781437 -7.246205 -6.368185 -0.9771 -0.9592 -0.4992 -0.09
H -2.640141 -3.556788 -3.207128 0.0006 -0.6799 0.1124 0.08
H -4.384374 -3.174207 -2.944158 0.2220 -0.0817 0.5635 0.08
H -3.572203 -2.651915 -4.343400 -0.0631 -0.3655 -0.5481 0.08
H -4.626241 -5.822791 -2.658679 -0.0700 0.2580 0.3066 0.12
H -2.971194 -6.057250 -3.170472 0.3752 0.4099 -0.1799 0.11
H -5.334324 -6.637530 -4.891335 -0.0695 0.0759 -0.1947 0.12
H -4.856460 -7.826533 -3.776698 0.4210 -0.1884 0.1794 0.12
H -3.013077 -6.686725 -5.760650 0.0158 0.1837 -0.0629 0.10
H -2.963096 -9.354439 -4.605559 0.3559 -0.1552 -0.1146 0.12
H -2.176165 -7.967804 -3.804709 0.1595 -0.2867 0.5644 0.10
H -1.473397 -8.705346 -6.640774 -0.2976 0.3424 -0.3880 0.12
H -0.637196 -9.343968 -5.342399 0.4430 0.0447 0.6220 0.11
H 1.267572 -6.281553 -6.513709 -0.5084 0.3518 0.9902 0.08
H 0.559171 -7.505930 -7.403190 -0.1868 -0.4694 -0.1360 0.08
H 1.505322 -7.965298 -5.984738 0.0759 -0.0596 0.1208 0.08
C 2.729506 8.875077 0.023196 0.9310 0.0503 -0.3064 -0.12
O 3.083594 7.627164 0.554490 -1.1863 -1.2037 0.7971 -0.21
C 1.974200 6.712516 0.563166 1.1645 -0.6426 -0.3463 -0.20
C 1.460735 6.164040 -0.798040 1.2902 0.5019 0.5321 -0.18
N 2.377394 5.149535 -1.454489 -1.1335 1.2900 0.8239 -0.05
C 1.657725 4.628104 -2.611083 0.1876 -0.2776 0.0238 -0.23
C 2.518012 3.620928 -3.368612 -0.2153 0.0429 -0.7909 -0.21
O 1.784477 2.817120 -4.330460 0.2559 0.5202 1.4896 -0.19
C 0.977557 1.848456 -3.617020 0.7482 0.5331 -0.8865 -0.09
H 3.407774 9.585325 0.496054 0.1451 0.1743 -0.4703 0.09
H 1.726521 9.239512 0.245257 -0.3035 -0.4179 -0.0342 0.09
H 2.914699 8.727848 -1.040819 -0.2823 1.0802 -0.2869 0.09
H 1.177236 7.118573 1.186121 -0.3221 0.1779 -0.2964 0.12
H 2.355619 5.844833 1.101438 0.0406 -0.1501 0.2023 0.10
H 1.341721 6.991566 -1.497418 -0.1011 -0.0352 -0.0967 0.11
H 0.467140 5.794853 -0.543920 -0.2195 -0.4487 -0.3456 0.11
H 2.476055 4.390837 -0.795126 0.0851 -0.2537 0.2161 0.09
H 1.428402 5.476529 -3.255836 -0.0792 -0.1037 -0.1561 0.12
H 0.715833 4.186966 -2.284973 -0.2529 -0.1515 -0.1718 0.11
H 3.087765 2.973051 -2.702475 -0.2804 -0.3446 0.4726 0.10
H 3.303937 4.193178 -3.861520 -0.1896 -0.0908 -0.5927 0.12
H 0.131634 2.305897 -3.103930 -0.0375 -0.0276 -0.0480 0.08
H 1.627292 1.357957 -2.892203 -0.1717 -0.3143 0.1573 0.08
H 0.636148 1.153538 -4.384237 -0.0958 -0.0408 0.2390 0.09
C 2.307773 -7.134578 6.842443 -1.5202 0.2342 -0.4137 -0.09
O 2.729883 -7.252114 5.495651 1.2409 -0.1335 -0.6292 -0.25
C 2.907684 -8.640472 5.137680 0.6781 0.4216 -1.1326 -0.19
C 3.392814 -8.695705 3.669295 -0.5262 0.7071 0.8631 -0.20
N 2.295264 -8.273446 2.761954 1.4316 0.0113 -0.1531 -0.06
C 2.769788 -8.571857 1.378925 -1.5121 0.1760 -0.6207 -0.19
C 1.922622 -7.897543 0.304110 0.5331 0.4362 -0.2441 -0.19
O 2.172086 -6.487234 0.399412 -0.7201 1.0755 1.1202 -0.30
C 1.483836 -5.647004 -0.550596 0.3712 -0.2826 -0.3905 -0.07
H 1.346059 -7.642947 6.773286 -0.0114 -0.5252 1.3522 0.10
H 2.012638 -6.110801 7.072384 0.4341 0.2542 -0.2286 0.08
H 3.025977 -7.463508 7.593508 -0.1068 -0.3933 -0.1943 0.10
H 1.983290 -9.199125 5.284247 -0.4030 0.1443 -0.2214 0.13
H 3.624525 -9.184332 5.752872 0.3296 0.5130 0.3441 0.13
H 3.824089 -9.672763 3.451434 -0.4237 -0.3867 -0.0828 0.13
H 4.224945 -8.017516 3.480268 0.1232 0.2205 0.4410 0.11
H 1.548399 -8.894956 3.037660 -0.6539 0.0652 -0.5324 0.12
H 2.650830 -9.630430 1.147902 0.5953 -0.2654 0.2210 0.13
H 3.797297 -8.224701 1.270283 0.0333 -0.2508 0.0969 0.12
H 0.881436 -8.212790 0.372334 -0.3437 0.5757 0.3899 0.14
H 2.203577 -8.150868 -0.718129 0.4168 -0.5295 0.0591 0.13
H 1.695898 -4.606629 -0.304101 -0.2277 0.0882 0.3467 0.08
H 0.412746 -5.843963 -0.596321 0.0059 0.0647 0.2010 0.11
H 1.920005 -5.756659 -1.543483 -0.0505 -0.3648 -0.1209 0.10
```
Positions in Å, forces in eV/Å.

Number 1: energy -34315.2188 eV. Number 2: energy -88338.8865 eV.